# 1
{
  "formula": "C3H8N2O2",
  "method": "ωB97M-V/def2-TZVPD",
  "elements": ["O", "O", "N", "N", "C", "C", "C", "H", "H", "H", "H", "H", "H", "H", "H"],
  "positions_angstrom": [[0.463814, 0.927791, 1.430803], [0.273081, -0.599380, -1.656483], [-0.060791, 0.723834, -1.423400], [1.841949, -1.370782, -0.022089], [0.689832, -1.423614, -0.524411], [-0.665552, 0.190878, 1.021014], [-1.169186, 0.874702, -0.606474], [-1.401375, 1.926840, -0.472055], [-1.531951, 0.607885, 1.544999], [0.768186, 1.222948, -1.098896], [-1.998733, 0.242544, -0.912420], [1.078350, 0.344257, 1.910570], [-0.707768, -0.844759, 1.364442], [0.205413, -2.392873, -0.659628], [2.214729, -0.430270, 0.104030]],
  "forces_ev_per_angstrom": [[0.7, -0.7, 0.1], [-0.7, -0.5, 1.5], [1.2, 0.9, -1.7], [-1.1, 0.2, 1.8], [1.8, -0.5, -3.1], [-2.7, 2.7, -0.7], [1.3, -2.7, 3.3], [-0.1, -0.1, 0.3], [0.0, 0.1, 0.4], [-0.3, -0.1, 0.1], [-0.1, 0.3, -0.2], [-0.4, 0.3, -0.3], [0.5, -0.2, -0.9], [-0.3, 0.2, 0.4], [0.2, 0.1, -0.9]],
  "relative_energy_ev": 5.564
}

# 2
{
  "formula": "C12H21AuNSb",
  "method": "ωB97M-V/def2-TZVPD",
  "elements": ["Au", "Sb", "N", "C", "C", "C", "C", "C", "C", "C", "C", "C", "C", "C", "C", "H", "H", "H", "H", "H", "H", "H", "H", "H", "H", "H", "H", "H", "H", "H", "H", "H", "H", "H", "H", "H"],
  "positions_angstrom": [[0.461621, 0.417746, 1.317665], [2.998730, 0.124877, 0.255820], [-1.227543, -1.808382, 0.388046], [2.400603, -0.401140, -1.721171], [-1.863814, -0.913192, -0.563324], [-2.147017, -2.173962, 1.449134], [3.322787, 2.191913, -0.158240], [-1.730372, 2.471748, 1.222286], [5.002500, -0.556064, 0.167409], [-2.204537, 0.459206, -0.011712], [-2.942149, 3.026290, 0.819132], [-0.674290, -2.969182, -0.275977], [-1.341558, 1.191939, 0.814679], [-3.791057, 2.298341, 0.000228], [-3.417233, 1.024143, -0.403847], [-0.179205, -3.614006, 0.451526], [5.559610, -0.194735, 1.029150], [2.318208, -1.482126, -1.835851], [5.033833, -1.643277, 0.148803], [-1.442747, -3.570017, -0.794250], [2.375286, 2.613143, -0.492838], [-3.014224, -2.738439, 1.063722], [-4.085811, 0.445100, -1.033969], [0.065001, -2.655687, -1.015227], [5.430846, -0.152281, -0.749074], [3.134418, -0.016116, -2.431983], [-3.219348, 4.020188, 1.151383], [-1.639985, -2.787112, 2.194501], [4.079167, 2.302431, -0.937528], [-2.517289, -1.274702, 1.941916], [1.428738, 0.056081, -1.909493], [-4.739956, 2.712287, -0.316147], [-1.200286, -0.806844, -1.426869], [3.644451, 2.717213, 0.740558], [-2.797446, -1.363144, -0.946363], [-1.079944, 3.047752, 1.867891]],
  "forces_ev_per_angstrom": [[0.8, -0.2, -0.5], [-1.1, 0.3, 0.3], [0.0, 0.1, 0.0], [0.1, 0.0, -0.1], [-0.1, 0.0, 0.0], [0.0, 0.0, 0.0], [0.2, -0.1, 0.0], [-0.2, -0.1, -0.1], [0.2, 0.0, 0.0], [-0.2, 0.2, -0.1], [0.1, 0.0, 0.0], [-0.1, -0.1, 0.0], [-0.1, 0.0, 0.2], [0.1, 0.0, 0.0], [0.0, 0.0, 0.0], [0.0, 0.0, 0.0], [0.0, 0.0, 0.0], [0.0, 0.0, 0.0], [0.0, 0.0, 0.0], [0.0, 0.0, 0.0], [0.0, 0.0, 0.0], [0.0, 0.0, 0.0], [0.0, 0.0, 0.0], [0.0, 0.0, 0.0], [0.1, -0.1, 0.0], [-0.1, 0.0, 0.0], [0.0, 0.0, 0.0], [0.0, 0.0, 0.0], [-0.1, 0.0, 0.0], [0.0, 0.0, 0.0], [0.0, 0.0, 0.0], [0.0, 0.0, 0.0], [0.1, 0.0, 0.1], [0.0, 0.0, 0.0], [0.0, 0.0, 0.0], [0.0, 0.0, 0.0]],
  "relative_energy_ev": 0.000
}